1.
9
Properties=species:S:1:pos:R:3 method="wB97M-V/def2-TZVPD" e_homo_ev=-11.10 lumo_energy_ev=0.13 smiles="O=[N+]([O-])C(O)O" homo_lumo_gap_ev=11.236
C -0.0906 0.3668 0.3610
N -1.4765 1.0675 0.8851
O -2.4614 0.3698 0.8973
O -1.3841 2.2113 1.2145
O -0.0058 0.5472 -0.9959
O -0.1391 -0.9209 0.5877
H 0.8478 0.8740 0.7522
H -0.7529 0.1641 -1.4214
H -0.8786 -1.1570 1.1979

2.
9
Properties=species:S:1:pos:R:3 method="wB97M-V/def2-TZVPD" e_homo_ev="-9.93 / -10.17" lumo_energy_ev="-1.87 / -1.53" homo_lumo_gap_ev="8.060 / 8.643"
C -0.5575 -0.8291 -0.3507
N 0.7822 -0.3205 -0.5968
O 1.3041 0.4121 1.5534
O 0.9385 0.7852 -1.0588
O 0.2327 1.0772 1.1972
O 0.3079 1.9788 0.2622
H -0.6514 -1.6695 -0.9239
H -0.9408 -1.2178 0.5696
H -1.4156 -0.2165 -0.6521

Each structure's energy above the most stable one, in eV: 1 0.000; 2 8.060.

1.
9
Properties=species:S:1:pos:R:3 method="wB97M-V/def2-TZVPD" e_homo_ev=-9.71 lumo_energy_ev=-1.14 smiles="C[S@@](=N)(=O)I" homo_lumo_gap_ev=8.566
C 0.0064 0.5118 -1.0822
N 1.2176 -0.3900 1.1156
O -1.2318 1.0074 1.5256
S -0.1926 -0.1081 0.6142
I -1.4748 -2.0918 0.2676
H 0.6946 -0.2488 -1.6603
H -0.8435 0.6595 -1.7172
H 0.3705 1.5050 -1.0414
H 1.4537 -0.8450 1.9781

2.
9
Properties=species:S:1:pos:R:3 method="wB97M-V/def2-TZVPD" e_homo_ev=-9.72 lumo_energy_ev=-0.43 smiles="C[S@@](=N)(=O)I" homo_lumo_gap_ev=9.284
C 0.6146 0.9493 0.4781
N 0.2292 -0.9277 -1.3956
O -0.2583 -1.6251 0.9413
S -0.2648 -0.5691 -0.0397
I -2.4264 0.4399 0.0320
H 1.7055 0.6714 0.4216
H 0.1367 1.8078 -0.1579
H 0.4256 0.9683 1.5440
H -0.1620 -1.7148 -1.8238

Each structure's energy above the most stable one, in eV: 1 1.803; 2 0.000.

1.
7
Properties=species:S:1:pos:R:3 method="wB97M-V/def2-TZVPD" e_homo_ev=-9.05 lumo_energy_ev=-0.19 homo_lumo_gap_ev=8.858
C 0.6803 0.4614 -0.1486
H -0.3351 -1.5539 0.2405
H -1.3958 0.8545 0.5932
H 0.9347 1.6241 -0.1798
N -0.5740 0.1731 -0.2258
O -1.1802 -0.9806 -0.1703
S 1.8701 -0.5787 -0.1091

2.
7
Properties=species:S:1:pos:R:3 method="wB97M-V/def2-TZVPD" e_homo_ev="-8.86 / -9.22" lumo_energy_ev="-1.46 / -0.94" homo_lumo_gap_ev="7.404 / 8.281"
C -1.3303 0.1574 0.0266
N 1.4780 -0.3081 -0.0942
O 1.6948 -1.4712 0.0188
S 2.2667 1.0121 -0.1223
H -1.4309 0.5182 1.0022
H -2.3017 -0.3026 -0.4838
H -0.3766 0.3942 -0.3473

Each structure's energy above the most stable one, in eV: 1 0.000; 2 1.488.

1.
22
Properties=species:S:1:pos:R:3 method="wB97M-V/def2-TZVPD" e_homo_ev=-10.08 lumo_energy_ev=0.33 smiles="CC(C)[C@](C)(O)C1(C#N)N=N1" homo_lumo_gap_ev=10.418
C -2.0999 1.2836 -0.1802
C -1.8438 -0.0648 -0.2368
C 0.4584 0.3416 -1.7764
C 2.1718 0.0182 0.0796
C -0.3910 -0.1477 1.9742
C 0.7528 0.3757 -0.3347
C -0.1881 -0.5174 0.4638
N -2.2721 2.3948 0.0550
N -2.5757 -1.1002 -0.9723
N -2.9088 -1.0188 0.1752
O -0.1484 -1.8358 0.0956
H 1.4767 0.5145 -2.3877
H -0.2788 1.0382 -2.2226
H 0.0251 -0.7232 -1.9881
H 2.6613 -0.8197 -0.4749
H 2.1241 -0.0599 1.1106
H 2.8330 0.9361 -0.2410
H 0.0309 0.8674 2.0118
H 0.3415 -0.6538 2.6746
H -1.4266 -0.2531 2.3071
H 0.5049 1.4492 0.0687
H 0.7527 -2.0249 -0.2012

2.
22
Properties=species:S:1:pos:R:3 method="wB97M-V/def2-TZVPD" e_homo_ev=-8.71 lumo_energy_ev=0.74 smiles="C=Cn1cncn1.C/C=C/O" homo_lumo_gap_ev=9.450
C 1.0387 -2.0964 -1.1922
C -0.1299 -2.2416 0.5866
C 1.2321 -1.0756 3.2793
C 1.6862 -1.1080 2.0017
C -1.8093 2.0276 -2.5766
C -0.9106 2.2413 -1.4233
C -0.9348 1.3738 -0.3948
N -0.1091 -2.5996 -0.7069
N 1.7096 -1.3783 -0.3267
N 1.0686 -1.6246 0.8081
O -0.2071 1.6291 0.7928
H 1.2475 -2.1604 -2.1900
H -0.5881 -2.5919 1.4470
H 0.3365 -1.7082 3.5790
H 1.7770 -0.5175 4.0321
H -1.3675 2.6282 -3.3795
H -2.7944 2.3490 -2.3699
H -1.8426 1.0387 -2.8994
H 2.6215 -0.5468 1.7684
H -0.3469 3.1524 -1.2169
H -1.8257 0.6973 -0.2837
H 0.1481 2.5116 0.6649

Each structure's energy above the most stable one, in eV: 1 1.405; 2 0.000.